Molecular formula: C8H16Cl4N2O4P
Method: DFT, ωB97M-V/def2-TZVPD

Properties
F_max = 7.95 eV Å⁻¹
HOMO level = -5.16 eV
Charge = -1
2S+1 = 1
Molar mass = 377.01 g/mol

Last column: Mulliken charge in e.
Element x y z (Å)
N 1.30 4.19 -0.12  -0.60
P 0.66 3.87 -1.76  0.24
O 0.12 5.45 -2.36  -0.54
N -0.77 2.81 -1.75  -0.08
C -0.22 1.40 -1.87  -0.72
C 0.66 0.90 -0.57  0.21
O 1.76 0.16 -0.86  -0.62
C -1.66 3.00 -0.55  -0.16
C -2.62 1.71 -0.19  0.27
O -3.71 1.44 -0.95  -0.67
O -2.30 0.77 0.94  -0.71
H 2.33 4.39 -0.12  0.28
H 1.05 3.42 0.56  0.26
H -0.65 5.19 -2.97  0.32
H 0.55 1.43 -2.78  0.33
H -1.04 0.60 -2.20  0.34
H 0.40 1.14 0.56  0.38
H -1.12 3.31 0.44  0.22
H -2.41 3.90 -0.82  0.24
Cl -0.92 -3.93 0.34  -0.19
C -2.42 -3.01 0.64  -0.14
C -3.09 -3.41 1.94  -0.43
Cl -3.76 -5.06 1.87  -0.22
H -3.08 -3.15 -0.22  0.31
H -2.13 -1.95 0.68  0.04
H -3.92 -2.74 2.16  0.31
H -2.39 -3.37 2.79  0.32
Cl 3.01 -2.25 2.82  -0.20
C 3.60 -2.08 1.15  0.00
C 3.69 -3.42 0.43  -0.31
Cl 4.98 -4.45 1.10  -0.22
H 4.56 -1.57 1.18  0.32
H 2.89 -1.43 0.63  -0.06
H 3.93 -3.26 -0.62  0.31
H 2.75 -3.97 0.49  0.19

Molecular formula: C8H16ClO20S4Ti
Method: DFT, ωB97M-V/def2-TZVPD

Properties
F_max = 4.67 eV Å⁻¹
HOMO level (spin up / spin down) = -9.07 / -13.35 eV
⟨S²⟩ = 6.017
Charge = +1
2S+1 = 5
Molar mass = 643.78 g/mol

Last column: Mulliken charge in e.
Element x y z (Å)
Ti 0.93 -0.45 -1.52  0.68
Cl 3.88 -2.94 -0.92  1.71
O 2.96 -1.96 -1.50  -0.43
O 3.43 -3.11 0.40  -0.51
O 3.74 -4.17 -1.68  -0.37
O 5.21 -2.41 -1.06  -0.41
C -0.34 -0.90 4.51  -0.47
C -1.04 0.40 4.24  -0.33
O -0.47 0.91 3.08  -0.42
S 0.82 -0.03 2.43  0.85
O 2.10 0.39 3.03  -0.54
O 0.63 -0.26 0.98  0.00
O 0.16 -1.35 3.21  -0.27
H -1.08 -1.54 4.99  0.32
H 0.64 -0.83 4.97  0.35
H -1.04 1.13 5.05  0.32
H -2.08 0.29 3.96  0.30
C -0.23 -3.56 0.42  -0.28
C -0.06 -4.84 -0.45  -0.37
O -0.72 -4.55 -1.64  -0.37
S -0.74 -2.94 -2.05  1.22
O -2.18 -2.56 -2.19  -0.54
O 0.23 -2.72 -3.15  -0.60
O -0.11 -2.53 -0.55  -0.05
H 0.55 -3.61 1.18  0.32
H -1.25 -3.53 0.81  0.29
H -0.77 -5.59 -0.10  0.30
H 0.96 -5.21 -0.57  0.28
C 2.22 4.72 0.46  -0.36
C 2.36 3.45 1.42  -0.43
O 1.81 2.46 0.61  -0.26
S 0.59 2.90 -0.35  1.39
O -0.58 3.32 0.49  -0.58
O 0.49 2.11 -1.61  -0.59
O 1.37 4.29 -0.60  -0.41
H 3.20 4.96 0.06  0.31
H 1.76 5.52 1.03  0.30
H 1.67 3.56 2.26  0.22
H 3.37 3.11 1.67  0.33
C -2.81 2.73 -2.96  -0.09
C -3.01 1.71 -4.01  -0.28
O -3.04 0.46 -3.33  -0.36
S -3.00 0.54 -1.73  0.96
O -1.70 0.26 -1.13  -0.14
O -4.20 -0.09 -1.20  -0.57
O -3.23 2.21 -1.75  -0.36
H -3.44 3.62 -3.05  0.32
H -1.77 2.99 -2.76  0.02
H -2.27 1.76 -4.81  0.30
H -3.95 1.87 -4.55  0.28